[1]
Computed, not measured: a structure of composition C23H29N3O2S, with ωB97M-V/def2-TZVPD.

Last column: Löwdin charge in e.
Atoms and positions in Å:
1 C 0.767 2.573 2.305  -0.01
2 N 0.022 2.523 1.043  -0.28
3 C -1.362 2.481 1.398  -0.13
4 H -2.090 2.275 0.512  0.10
5 H -1.609 1.299 1.855  0.15
6 H -1.937 3.152 2.080  0.10
7 C 0.012 3.548 0.341  -0.27
8 C -0.376 3.445 -1.388  -0.04
9 C 0.441 2.387 -2.065  -0.08
10 N 0.581 1.074 -1.236  0.04
11 C -0.609 0.521 -1.109  -0.48
12 C -0.738 -0.668 -0.387  -0.09
13 C -1.870 -1.622 -0.497  -0.23
14 C -2.698 -0.773 -1.252  -0.44
15 S -2.001 0.520 -2.181  1.11
16 C -4.179 -1.296 -1.518  -0.21
17 H -4.452 -0.749 -2.359  0.07
18 C -5.082 -1.286 -0.348  -0.29
19 C -4.731 -2.293 0.469  -0.33
20 C -3.543 -2.326 1.416  -0.12
21 H -3.447 -1.415 1.711  0.05
22 H -3.671 -3.050 2.225  0.13
23 C -2.286 -2.520 0.484  -0.14
24 H -1.500 -2.847 1.239  0.13
25 H -2.487 -3.307 -0.480  0.20
26 H -4.824 -3.316 -0.033  0.14
27 H -5.641 -2.574 1.259  0.16
28 H -4.874 -0.127 0.072  0.19
29 H -6.154 -1.303 -0.680  0.14
30 H -4.068 -2.315 -1.990  0.14
31 C 0.503 -0.971 0.513  -0.26
32 O 0.511 -2.014 1.247  -0.01
33 N 1.618 -0.197 0.397  0.05
34 C 1.631 0.741 -0.462  -0.51
35 O 2.605 1.508 -0.487  0.06
36 C 2.839 -0.313 1.184  0.02
37 C 3.907 -1.064 0.088  -0.28
38 C 5.120 -0.437 0.447  0.09
39 C 6.087 -0.931 -0.627  -0.06
40 C 5.738 -1.977 -1.306  -0.27
41 C 4.695 -2.797 -1.170  -0.01
42 C 3.494 -2.133 -0.263  -0.03
43 H 2.571 -2.733 -0.410  0.13
44 H 4.364 -3.744 -1.893  0.15
45 H 6.516 -2.446 -2.119  0.15
46 H 7.226 -0.556 -0.710  0.15
47 H 5.397 0.323 0.803  -0.01
48 H 2.644 -1.393 1.947  0.22
49 H 3.158 0.502 1.515  0.02
50 H 1.396 2.772 -2.008  0.09
51 H 0.116 2.206 -3.014  0.08
52 H -0.239 4.398 -1.879  0.12
53 H -1.216 3.190 -1.382  -0.06
54 H -0.334 4.497 0.657  0.10
55 H 1.294 3.798 0.277  0.19
56 H 0.610 1.755 3.003  0.11
57 H 0.477 3.373 2.803  0.05
58 H 1.678 2.631 1.962  0.03

Results
energy above the lowest of the compared OMol25 structures with the same formula, charge and spin: 20.2740 eV
total energy: -43703.9623 eV
HOMO level: -0.2848 hartree
gap between HOMO and LUMO: 8.21 eV

[2]
Computed, not measured: an isolated molecule of C23H29N3O3S, with ωB97M-V/def2-TZVPD.

Last column: Löwdin charge in e.
Atoms and positions in Å:
1 C 1.164 1.862 -3.367  -0.04
2 C 1.913 1.300 -2.197  -0.28
3 C 2.780 0.230 -2.341  -0.06
4 C 3.459 -0.270 -1.245  -0.02
5 C 3.301 0.272 0.020  -0.14
6 C 4.014 -0.304 1.218  -0.37
7 C 5.510 0.008 1.147  -0.06
8 C 3.776 -1.811 1.330  -0.05
9 C 2.447 1.373 0.162  -0.20
10 O 2.349 1.921 1.423  -0.03
11 C 1.259 2.758 1.691  -0.10
12 C -0.056 2.027 1.417  -0.42
13 O -0.160 0.829 1.588  0.09
14 N -1.064 2.819 0.959  0.09
15 C -2.339 2.436 0.513  -0.80
16 S -3.276 3.656 -0.081  0.68
17 N -2.612 1.135 0.578  0.10
18 C -3.770 0.423 0.262  -0.17
19 C -5.038 0.982 0.210  -0.04
20 C -6.142 0.175 0.000  -0.08
21 C -5.988 -1.192 -0.141  -0.09
22 C -4.724 -1.758 -0.103  -0.02
23 C -3.599 -0.965 0.077  -0.17
24 N -2.285 -1.472 0.136  -0.12
25 C -1.451 -1.220 -1.034  -0.12
26 C 0.009 -1.492 -0.667  -0.19
27 O 0.181 -2.809 -0.197  -0.13
28 C -0.637 -3.037 0.927  -0.19
29 C -2.115 -2.844 0.575  -0.15
30 C 1.760 1.868 -0.938  0.02
31 H 0.158 2.162 -3.078  0.08
32 H 1.096 1.132 -4.170  0.08
33 H 1.677 2.743 -3.752  0.08
34 H 2.921 -0.220 -3.313  0.11
35 H 4.119 -1.113 -1.377  0.12
36 H 3.604 0.177 2.110  0.13
37 H 6.019 -0.386 2.024  0.08
38 H 5.671 1.083 1.107  0.08
39 H 5.953 -0.439 0.260  0.08
40 H 4.156 -2.177 2.282  0.08
41 H 2.714 -2.035 1.269  0.07
42 H 4.284 -2.349 0.534  0.07
43 H 1.321 2.978 2.762  0.15
44 H 1.318 3.703 1.133  0.13
45 H -0.910 3.816 0.866  0.11
46 H -1.852 0.526 0.908  0.12
47 H -5.163 2.042 0.350  0.04
48 H -7.125 0.618 -0.038  0.10
49 H -6.850 -1.824 -0.291  0.10
50 H -4.615 -2.824 -0.227  0.11
51 H -1.565 -0.186 -1.362  0.13
52 H -1.744 -1.883 -1.864  0.14
53 H 0.653 -1.387 -1.541  0.12
54 H 0.331 -0.780 0.105  0.10
55 H -0.446 -4.063 1.245  0.13
56 H -0.365 -2.341 1.734  0.13
57 H -2.734 -3.017 1.457  0.13
58 H -2.385 -3.569 -0.210  0.13
59 H 1.093 2.712 -0.844  0.11

Results
energy above the lowest of the compared OMol25 structures with the same formula, charge and spin: 0.8216 eV
total energy: -45770.5045 eV
HOMO level: -0.2986 hartree
structure (SMILES): Cc1ccc(C(C)C)c(OCC(=O)NC(=S)Nc2ccccc2N2CCOCC2)c1
gap between HOMO and LUMO: 8.36 eV

[3]
Computed, not measured: an isolated molecule of C23H29NO4, with ωB97M-V/def2-TZVPD.

Last column: Löwdin charge in e.
Atoms and positions in Å:
1 C 1.388 -3.510 -1.238  0.00
2 C 1.757 -2.242 -0.542  -0.20
3 C 0.916 -1.397 0.093  -0.02
4 C -0.541 -1.581 0.122  -0.42
5 O -1.160 -2.524 -0.327  0.09
6 O -1.136 -0.537 0.713  0.02
7 C -2.568 -0.486 0.706  -0.29
8 C -2.966 0.281 1.964  -0.13
9 C -4.451 0.200 2.303  -0.20
10 C -5.388 0.637 1.176  -0.20
11 C -5.464 -0.385 0.040  -0.21
12 C -4.416 -0.203 -1.062  -0.19
13 C -3.025 0.213 -0.579  -0.12
14 C 1.421 -0.093 0.678  -0.12
15 C 1.006 1.036 -0.221  -0.23
16 C 0.545 2.287 0.050  0.00
17 C 0.304 2.900 -1.205  -0.02
18 C 0.632 1.979 -2.154  -0.33
19 C 0.585 2.025 -3.640  -0.02
20 O 1.067 0.842 -1.560  0.10
21 C 2.928 -0.090 0.834  -0.04
22 C 3.692 -0.973 0.156  -0.18
23 C 5.190 -0.947 0.190  -0.12
24 C 5.674 0.459 0.527  -0.18
25 C 5.017 0.924 1.818  -0.11
26 C 3.499 0.905 1.728  -0.36
27 O 2.817 1.653 2.403  0.09
28 N 3.111 -1.971 -0.576  0.13
29 H 1.758 -3.491 -2.263  0.09
30 H 1.837 -4.361 -0.726  0.09
31 H 0.311 -3.633 -1.246  0.07
32 H -2.943 -1.517 0.729  0.15
33 H -2.667 1.323 1.833  0.12
34 H -2.391 -0.119 2.802  0.12
35 H -4.628 0.833 3.176  0.11
36 H -4.701 -0.825 2.587  0.11
37 H -5.082 1.609 0.789  0.11
38 H -6.387 0.755 1.603  0.11
39 H -5.372 -1.385 0.469  0.11
40 H -6.449 -0.332 -0.429  0.10
41 H -4.335 -1.145 -1.609  0.11
42 H -4.762 0.556 -1.767  0.11
43 H -2.981 1.291 -0.419  0.12
44 H -2.305 -0.021 -1.367  0.12
45 H 0.968 0.098 1.657  0.16
46 H 0.410 2.714 1.022  0.11
47 H -0.067 3.890 -1.377  0.10
48 H -0.047 1.226 -4.025  0.08
49 H 1.582 1.896 -4.060  0.08
50 H 0.186 2.982 -3.963  0.08
51 H 5.589 -1.272 -0.775  0.12
52 H 5.545 -1.651 0.951  0.13
53 H 6.760 0.469 0.629  0.11
54 H 5.400 1.138 -0.283  0.12
55 H 5.333 1.933 2.086  0.12
56 H 5.301 0.260 2.641  0.13
57 H 3.706 -2.625 -1.063  0.15

Results
energy above the lowest of the compared OMol25 structures with the same formula, charge and spin: 0.0000 eV
total energy: -34002.5861 eV
HOMO level: -0.2854 hartree
structure (SMILES): CC1=C(C(=O)OC2CCCCCC2)[C@H](c2ccc(C)o2)C2=C(CCCC2=O)N1
gap between HOMO and LUMO: 8.33 eV

[4]
Computed, not measured: an isolated molecule of C23H29NO4, with ωB97M-V/def2-TZVPD.

Last column: Löwdin charge in e.
Atoms and positions in Å:
1 O -3.809 -0.654 0.882  -0.06
2 C -3.181 -1.776 0.292  -0.20
3 C -1.685 -1.515 0.037  -0.42
4 C -0.920 -1.418 1.375  -0.09
5 C -1.136 -0.133 2.173  -0.18
6 O -0.272 0.861 1.652  -0.06
7 C -0.452 2.153 2.034  -0.26
8 C 0.273 3.108 1.317  -0.01
9 C 0.178 4.445 1.644  -0.09
10 C -0.642 4.856 2.684  -0.11
11 C -1.364 3.913 3.391  -0.09
12 C -1.275 2.567 3.076  -0.02
13 C -1.487 -0.230 -0.778  -0.10
14 C -1.863 -0.390 -2.255  -0.16
15 N -1.244 -1.508 -2.931  -0.16
16 C 0.085 -1.306 -3.481  -0.14
17 C 1.225 -1.143 -2.499  -0.21
18 C 1.934 -2.248 -2.040  -0.06
19 C 2.926 -2.109 -1.091  0.01
20 C 3.228 -0.859 -0.567  -0.20
21 C 2.525 0.259 -1.022  -0.19
22 C 1.548 0.108 -1.997  0.03
23 O 2.762 1.517 -0.525  -0.04
24 C 3.465 1.498 0.698  -0.15
25 C 4.661 0.554 0.597  -0.15
26 O 4.224 -0.767 0.373  -0.02
27 C -1.488 -2.740 -2.219  -0.17
28 C -1.100 -2.714 -0.734  -0.11
29 H -4.753 -0.831 0.949  0.10
30 H -3.282 -2.651 0.953  0.13
31 H -3.672 -2.015 -0.660  0.12
32 H 0.151 -1.489 1.170  0.12
33 H -1.200 -2.268 2.001  0.13
34 H -0.888 -0.315 3.229  0.13
35 H -2.179 0.189 2.102  0.11
36 H 0.899 2.777 0.504  0.10
37 H 0.743 5.172 1.081  0.10
38 H -0.717 5.902 2.939  0.10
39 H -2.008 4.221 4.203  0.10
40 H -1.846 1.851 3.647  0.10
41 H -2.098 0.564 -0.348  0.12
42 H -0.443 0.063 -0.697  0.10
43 H -1.609 0.526 -2.794  0.12
44 H -2.948 -0.532 -2.340  0.12
45 H 0.290 -2.168 -4.125  0.12
46 H 0.027 -0.416 -4.115  0.12
47 H 1.712 -3.229 -2.435  0.11
48 H 3.486 -2.960 -0.734  0.12
49 H 1.040 0.995 -2.343  0.13
50 H 2.799 1.159 1.504  0.14
51 H 3.782 2.523 0.891  0.14
52 H 5.309 0.879 -0.230  0.14
53 H 5.235 0.538 1.526  0.13
54 H -0.945 -3.547 -2.718  0.12
55 H -2.559 -2.957 -2.316  0.11
56 H -1.425 -3.646 -0.264  0.12
57 H -0.014 -2.664 -0.665  0.09

Results
energy above the lowest of the compared OMol25 structures with the same formula, charge and spin: 1.5925 eV
total energy: -34000.9936 eV
HOMO level: -0.2885 hartree
structure (SMILES): OCC1(CCOc2ccccc2)CCN(Cc2ccc3c(c2)OCCO3)CC1
gap between HOMO and LUMO: 8.53 eV

Maximum force per entry: 18.34 0.93 1.14 0.62 eV/A